[1]
{"formula": "C35H28Cl2N9O5S2V", "method": "the ωB97M-V functional and the def2-TZVPD basis", "symbols": ["V", "C", "C", "C", "C", "C", "C", "C", "S", "O", "O", "N", "C", "C", "O", "O", "H", "H", "H", "H", "H", "H", "H", "H", "H", "Cl", "C", "C", "C", "C", "C", "Cl", "C", "S", "H", "H", "H", "C", "N", "C", "N", "C", "N", "C", "C", "C", "C", "C", "C", "C", "N", "N", "C", "O", "C", "C", "C", "C", "C", "C", "N", "C", "N", "C", "N", "C", "H", "H", "H", "H", "H", "H", "H", "H", "H", "H", "H", "H", "H", "H", "H", "H"], "coordinates": [[-0.5307, -1.4257, -0.8759], [3.5212, -0.8102, -7.3801], [3.0868, -1.3929, -6.0604], [2.9741, -0.5884, -4.9327], [2.5538, -1.0821, -3.7048], [2.2463, -2.4431, -3.6025], [2.3593, -3.2611, -4.7247], [2.7762, -2.7400, -5.9376], [1.6698, -3.2283, -2.1153], [2.3738, -2.6560, -0.9919], [1.8036, -4.6419, -2.3471], [0.1419, -2.8114, -1.9831], [-0.7789, -3.3821, -2.9830], [-2.1860, -2.9551, -2.5915], [-3.1658, -3.4001, -3.1313], [-2.1815, -2.0574, -1.6204], [4.2138, 0.0198, -7.2362], [2.6595, -0.4292, -7.9337], [4.0074, -1.5617, -8.0015], [3.2221, 0.4668, -5.0122], [2.3084, -0.6404, -1.6134], [2.1333, -4.3130, -4.6217], [2.8714, -3.3946, -6.7966], [-0.7021, -4.4659, -3.0265], [-0.5831, -2.9876, -3.9873], [0.8682, -0.2086, 0.3873], [2.4591, -0.0740, -2.5411], [3.7658, 0.6158, -2.3982], [3.8941, 1.9354, -2.5461], [2.7293, 2.7344, -2.8405], [1.4879, 2.2125, -2.9299], [0.1572, 3.2997, -3.2079], [1.2505, 0.8078, -2.7342], [-0.2614, 0.1696, -2.7436], [4.6188, -0.0127, -2.1702], [4.8537, 2.4229, -2.4360], [2.8424, 3.8046, -2.9657], [-3.0770, 3.5066, -0.2830], [-2.9091, 2.0641, -0.2594], [-1.7736, 1.3851, -0.2197], [-2.0252, 0.0863, -0.1877], [-3.3936, 0.0367, -0.2327], [-3.9717, 1.2125, -0.2551], [-2.5071, 4.1908, 0.9420], [-2.3990, 5.5776, 0.9440], [-1.8630, 6.2406, 2.0374], [-1.4121, 5.5302, 3.1391], [-1.5196, 4.1459, 3.1418], [-2.0756, 3.4816, 2.0510], [-1.0336, 3.3819, 4.2919], [-0.5392, 3.8154, 5.3946], [-0.2371, 2.6886, 6.1586], [-0.5755, 1.6716, 5.4485], [-1.0928, 2.0278, 4.2498], [-0.5133, 0.2526, 5.8053], [-0.1041, -0.1004, 7.0884], [-0.0813, -1.4349, 7.4490], [-0.4829, -2.4097, 6.5450], [-0.9006, -2.0634, 5.2668], [-1.4318, -3.1573, 4.3673], [-1.0140, -3.0858, 2.9742], [-1.4361, -2.3001, 1.9893], [-0.7910, -2.5974, 0.8782], [0.0556, -3.6025, 1.2583], [-0.0514, -3.9288, 2.5209], [-0.8974, -0.7250, 4.8943], [-4.1450, 3.6861, -0.3741], [-2.5900, 3.8959, -1.1777], [-0.7958, 1.8375, -0.1760], [-3.9454, -0.8879, -0.2637], [-2.7307, 6.1440, 0.0798], [-1.7855, 7.3203, 2.0258], [-0.9763, 6.0326, 3.9934], [-2.1591, 2.4030, 2.0857], [0.1819, 0.6790, 7.7827], [0.2450, -1.7218, 8.4402], [-0.4643, -3.4544, 6.8366], [-2.5209, -3.1710, 4.4006], [-1.0748, -4.1206, 4.7166], [-2.2086, -1.5549, 2.0870], [0.7510, -4.0800, 0.5878], [-1.1888, -0.4244, 3.8948]], "forces_ev_per_angstrom": [[-1.3, 0.9, 1.3], [0.0, 0.0, 0.1], [0.0, 0.1, -0.1], [0.0, 0.1, 0.0], [-0.1, 0.0, 0.0], [0.1, 0.1, -0.2], [0.0, 0.1, 0.1], [0.0, -0.1, 0.0], [-0.1, -0.3, 0.1], [0.0, 0.1, 0.0], [0.0, 0.0, 0.0], [0.9, -1.9, -1.2], [0.2, 0.3, 0.2], [0.3, 0.2, 0.3], [-0.2, 0.0, 0.0], [-0.6, -0.5, -0.6], [0.0, 0.0, 0.0], [0.0, 0.0, 0.0], [0.0, 0.0, 0.0], [0.0, 0.0, 0.0], [-0.1, 0.0, 0.0], [0.0, 0.0, 0.0], [0.0, 0.0, 0.0], [0.0, -0.1, 0.0], [0.0, 0.0, 0.0], [1.0, 0.8, 0.6], [0.0, -0.2, -0.1], [0.0, -0.1, 0.0], [0.0, 0.2, 0.0], [0.3, 0.1, 0.1], [-0.1, 0.0, -0.1], [0.1, -0.2, 0.0], [0.2, 0.1, 0.0], [-0.4, 0.6, -0.5], [0.0, 0.0, 0.0], [0.0, 0.0, 0.0], [0.0, 0.0, 0.0], [0.1, -0.1, 0.1], [-0.3, 0.1, 0.0], [0.2, -0.1, 0.2], [-0.5, 0.2, -0.2], [0.1, -0.1, 0.1], [0.3, 0.0, 0.0], [0.0, 0.0, 0.0], [0.0, 0.0, 0.0], [0.0, 0.0, 0.0], [0.0, 0.1, 0.0], [0.0, -0.1, 0.0], [0.0, 0.0, 0.1], [-0.1, 0.0, -0.2], [0.1, -0.1, 0.2], [0.0, 0.2, -0.1], [0.0, -0.2, 0.1], [0.0, 0.0, -0.1], [0.0, 0.1, 0.0], [0.0, 0.0, 0.0], [0.0, 0.0, 0.0], [0.0, 0.0, 0.0], [0.0, 0.0, 0.0], [0.1, 0.1, -0.1], [0.1, -0.1, 0.2], [-0.2, 0.0, -0.1], [0.3, -0.4, 0.2], [-0.1, 0.0, 0.0], [-0.2, 0.2, -0.1], [0.0, 0.0, 0.0], [-0.1, 0.0, 0.0], [0.0, 0.0, 0.0], [0.0, 0.0, -0.1], [0.0, 0.0, -0.1], [0.0, 0.0, 0.0], [0.0, 0.0, 0.0], [0.0, 0.0, 0.0], [0.0, 0.0, 0.0], [0.0, 0.0, 0.0], [0.0, 0.0, 0.0], [0.0, 0.0, 0.0], [-0.1, 0.0, -0.1], [0.0, -0.1, 0.0], [0.0, 0.0, 0.0], [0.0, 0.0, 0.0], [0.0, 0.0, 0.0]], "total_charge": 0, "spin_multiplicity": 3, "e_homo_ha": [-0.2957, -0.3267], "gap_ev": [6.34, 7.20]}


[2]
{"formula": "C35H28N4P2PdS5Se2", "method": "the ωB97M-V functional and the def2-TZVPD basis", "symbols": ["Pd", "Se", "P", "C", "C", "C", "C", "C", "C", "C", "C", "C", "C", "C", "C", "C", "C", "N", "N", "N", "P", "Se", "C", "C", "C", "C", "C", "C", "C", "C", "C", "C", "C", "C", "H", "H", "H", "H", "H", "H", "H", "H", "H", "H", "H", "H", "H", "H", "H", "H", "H", "H", "H", "H", "C", "C", "C", "N", "C", "C", "H", "H", "H", "H", "H", "C", "S", "C", "C", "S", "S", "C", "S", "S", "H", "H", "H"], "coordinates": [[1.0673, 1.6748, -1.9327], [-0.1408, 0.5554, 5.3249], [-0.9217, -0.1452, 3.4764], [-0.5697, -1.9257, 3.3522], [-1.1750, -2.7612, 4.2967], [-0.9078, -4.1168, 4.3052], [-0.0146, -4.6589, 3.3822], [0.5975, -3.8361, 2.4546], [0.3122, -2.4731, 2.4411], [-2.7516, -0.1401, 3.4672], [-3.4373, 0.8507, 4.1636], [-4.8214, 0.8965, 4.1242], [-5.5331, -0.0407, 3.3830], [-4.8529, -1.0226, 2.6789], [-3.4637, -1.0713, 2.7197], [-0.5242, 0.8444, 2.0215], [0.0786, 0.9148, 0.7464], [-0.2473, 2.1244, 0.2563], [-1.0047, 2.7692, 1.1322], [-1.1766, 2.0249, 2.1991], [0.9004, -0.1027, -0.5883], [1.5856, -0.5257, -2.8759], [-0.4680, -1.3542, -0.6825], [-1.7843, -0.9180, -0.5603], [-2.8457, -1.8065, -0.7111], [-2.6061, -3.1525, -0.9393], [-1.2930, -3.6001, -1.0472], [-0.2423, -2.7050, -0.9409], [2.3589, -0.7480, 0.3183], [2.8268, -0.0320, 1.4202], [3.9422, -0.4634, 2.1255], [4.6038, -1.6203, 1.7433], [4.1607, -2.3255, 0.6314], [3.0580, -1.8833, -0.0864], [-1.8475, -2.3341, 5.0308], [-1.3856, -4.7544, 5.0395], [0.2007, -5.7209, 3.3948], [1.2992, -4.2377, 1.7339], [0.8035, -1.8384, 1.7273], [-2.8693, 1.5773, 4.7307], [-5.3479, 1.6730, 4.6658], [-6.6155, 0.0013, 3.3494], [-5.3984, -1.7531, 2.0934], [-2.9396, -1.8335, 2.1569], [-1.9864, 0.1240, -0.3426], [-3.8611, -1.4390, -0.6189], [-3.4309, -3.8493, -1.0323], [-1.0881, -4.6498, -1.2223], [0.7710, -3.0621, -1.0660], [2.3095, 0.8658, 1.7330], [4.2839, 0.1067, 2.9798], [5.4662, -1.9655, 2.3012], [4.6872, -3.2157, 0.3078], [2.7601, -2.3885, -0.9947], [-1.5301, 0.9750, -4.6357], [-1.7050, 1.6520, -3.4557], [-0.7613, 2.6204, -3.0807], [0.2865, 2.9482, -3.8555], [0.4484, 2.2521, -4.9909], [-0.4189, 1.2736, -5.4222], [-2.2245, 0.1985, -4.9327], [-2.5435, 1.4465, -2.8028], [-0.9591, 3.2756, -2.2388], [1.3213, 2.5157, -5.5770], [-0.2290, 0.7513, -6.3505], [4.3838, 2.1065, -3.6871], [4.9921, 3.8102, -3.6015], [3.5100, 4.6932, -3.3408], [2.6907, 4.6148, -2.2674], [2.7289, 3.5753, -0.8953], [1.3113, 5.6938, -2.3914], [1.6173, 6.4118, -3.9144], [0.6773, 7.6075, -4.6144], [3.0335, 5.7792, -4.6236], [5.2674, 1.4686, -3.7231], [3.7739, 1.9333, -4.5726], [3.8078, 1.8644, -2.7929]], "forces_ev_per_angstrom": [[0.5, -0.5, 0.7], [0.0, 0.0, -0.1], [0.1, 0.1, -0.1], [0.0, 0.0, 0.0], [0.0, 0.0, 0.0], [0.0, 0.0, 0.0], [0.0, 0.0, 0.0], [0.0, 0.1, 0.0], [0.1, -0.1, 0.0], [0.0, 0.1, 0.0], [0.0, -0.1, 0.0], [0.0, 0.0, 0.0], [0.0, 0.0, 0.0], [0.1, 0.0, 0.0], [-0.1, 0.0, 0.0], [-0.2, 0.0, 0.0], [0.1, -0.2, 0.0], [-0.2, 0.0, -0.1], [0.1, 0.0, 0.1], [0.0, 0.0, 0.0], [-0.3, 0.2, -0.1], [0.0, 0.2, 0.1], [0.1, -0.1, 0.1], [-0.1, 0.0, 0.0], [0.1, 0.0, 0.0], [0.1, 0.0, 0.0], [-0.1, 0.0, 0.0], [0.1, 0.0, 0.0], [0.0, 0.0, 0.0], [-0.1, 0.0, 0.0], [0.0, 0.0, 0.0], [-0.1, 0.0, 0.0], [0.0, 0.0, 0.0], [0.1, 0.0, 0.0], [0.0, 0.0, 0.0], [0.0, 0.0, 0.0], [0.0, 0.0, 0.0], [0.0, 0.0, 0.0], [0.1, 0.1, -0.1], [0.0, 0.0, 0.0], [0.0, 0.0, 0.0], [0.0, 0.0, 0.0], [0.0, 0.0, 0.0], [0.0, 0.0, 0.0], [0.0, 0.0, 0.0], [0.0, 0.0, 0.0], [0.0, 0.0, 0.0], [0.0, 0.0, 0.0], [0.0, 0.0, 0.0], [0.0, 0.0, 0.0], [0.0, 0.0, 0.0], [0.0, 0.0, 0.0], [0.0, 0.0, 0.0], [0.0, 0.0, 0.0], [0.1, -0.1, -0.1], [0.0, 0.1, 0.2], [-0.4, 0.4, -0.6], [-0.1, -0.1, -0.1], [0.1, 0.1, 0.1], [-0.1, -0.1, 0.0], [0.0, 0.0, 0.0], [0.0, 0.0, 0.0], [0.1, -0.1, 0.2], [0.0, 0.0, 0.0], [0.0, 0.0, 0.0], [0.0, -0.1, 0.0], [0.1, -0.2, 0.0], [0.2, 0.1, -0.3], [-0.4, -0.2, 0.2], [0.0, 0.0, -0.2], [-0.2, 0.1, 0.2], [-0.1, 0.2, 0.0], [0.1, -0.2, 0.1], [0.1, 0.0, -0.2], [0.0, 0.0, 0.0], [0.0, 0.1, 0.0], [0.1, 0.1, -0.1]], "total_charge": -2, "spin_multiplicity": 1, "e_homo_ha": -0.0667, "gap_ev": 5.78}


[3]
{"formula": "C35H29AlAsNO3S2SbSe4", "method": "the ωB97M-V functional and the def2-TZVPD basis", "symbols": ["Al", "O", "S", "O", "N", "C", "S", "C", "C", "C", "C", "C", "C", "H", "H", "H", "H", "C", "C", "C", "C", "C", "C", "C", "O", "C", "C", "C", "H", "H", "H", "H", "H", "H", "H", "H", "H", "H", "H", "H", "C", "C", "C", "C", "C", "C", "As", "C", "C", "C", "C", "C", "C", "C", "C", "C", "C", "C", "C", "H", "H", "H", "H", "H", "H", "H", "H", "H", "H", "H", "H", "H", "Se", "Sb", "Se", "Se", "Se"], "coordinates": [[1.2712, -2.1146, -0.3190], [2.2060, 2.8051, -3.2328], [3.3556, 2.0750, -2.7717], [4.3706, 1.7410, -3.7283], [2.8559, 0.7218, -1.9685], [3.1204, 0.7937, -0.6989], [2.7531, -0.3678, 0.4945], [3.8543, 2.0329, -0.2769], [4.3040, 2.3962, 0.9810], [4.9584, 3.6141, 1.1147], [5.1568, 4.4479, 0.0173], [4.7053, 4.0819, -1.2451], [4.0601, 2.8684, -1.3557], [4.1514, 1.7390, 1.8269], [5.3235, 3.9194, 2.0868], [5.6721, 5.3905, 0.1491], [4.8559, 4.7184, -2.1066], [-3.4389, 2.8296, -5.3760], [-2.4701, 1.9893, -4.5930], [-2.7095, 1.6993, -3.2556], [-1.8454, 0.9142, -2.5079], [-2.1778, 0.6511, -1.0689], [-0.6981, 0.3952, -3.1450], [0.2524, -0.4503, -2.4525], [0.2883, -0.6202, -1.2276], [-0.4500, 0.6588, -4.5084], [0.7518, 0.1063, -5.2295], [-1.3377, 1.4637, -5.2022], [-3.9307, 3.5631, -4.7376], [-4.2159, 2.2004, -5.8162], [-2.9385, 3.3551, -6.1888], [-3.5956, 2.1004, -2.7760], [-3.1665, 1.0463, -0.8359], [-1.4507, 1.1233, -0.4091], [-2.1693, -0.4174, -0.8449], [0.9836, -0.9754, -3.0673], [0.7521, -0.9851, -5.2320], [1.6830, 0.4444, -4.7764], [0.7465, 0.4399, -6.2656], [-1.1414, 1.6863, -6.2449], [1.5071, -3.1248, 5.8436], [1.2042, -4.0048, 4.8140], [0.6846, -3.5302, 3.6191], [0.4535, -2.1670, 3.4654], [0.7559, -1.2819, 4.4929], [1.2858, -1.7644, 5.6823], [-0.2615, -1.5700, 1.7647], [-0.8371, 0.2322, 2.1579], [-0.0639, 1.3805, 2.2128], [-0.6742, 2.6007, 2.4770], [-2.0468, 2.6612, 2.6819], [-2.8215, 1.5118, 2.6181], [-2.2228, 0.2864, 2.3491], [-2.9314, -1.0014, 2.1859], [-4.3043, -1.1922, 2.2852], [-4.8384, -2.4535, 2.0609], [-4.0165, -3.5239, 1.7303], [-2.6418, -3.3487, 1.6247], [-2.1156, -2.0915, 1.8672], [1.9211, -3.4986, 6.7719], [1.3815, -5.0668, 4.9263], [0.4699, -4.2314, 2.8173], [0.5770, -0.2204, 4.3758], [1.5234, -1.0746, 6.4827], [1.0031, 1.3272, 2.0340], [-0.0789, 3.5040, 2.5146], [-2.5189, 3.6143, 2.8850], [-3.8924, 1.5762, 2.7660], [-4.9596, -0.3649, 2.5294], [-5.9087, -2.6006, 2.1361], [-4.4437, -4.5007, 1.5437], [-1.9978, -4.1806, 1.3543], [2.3401, -6.9151, -1.9857], [1.2254, -5.4614, -0.4579], [-0.0185, -3.5747, -1.6749], [2.7845, -3.7181, 0.5636], [-0.2191, -6.3134, 1.2796]], "forces_ev_per_angstrom": [[-0.1, 0.1, 0.0], [0.0, 0.0, 0.0], [0.0, 0.0, -0.1], [0.0, 0.0, 0.0], [-0.1, -0.1, 0.0], [0.0, 0.0, 0.0], [0.0, 0.0, -0.1], [0.0, 0.0, 0.0], [0.0, 0.0, 0.0], [0.0, 0.0, 0.0], [0.0, 0.0, 0.0], [0.0, 0.0, 0.0], [0.0, 0.0, 0.0], [0.0, 0.0, 0.0], [0.0, 0.0, 0.0], [0.0, 0.0, 0.0], [0.0, 0.0, 0.0], [0.0, 0.0, 0.0], [0.0, 0.0, 0.0], [0.0, 0.0, 0.0], [0.0, 0.1, 0.0], [0.0, 0.0, 0.0], [0.0, 0.0, 0.1], [0.1, 0.1, -0.1], [-0.1, -0.1, 0.1], [0.0, 0.0, 0.0], [0.0, 0.0, 0.0], [0.0, 0.0, 0.0], [0.0, 0.0, 0.0], [0.0, 0.0, 0.0], [0.0, 0.0, 0.0], [0.0, 0.0, 0.0], [0.0, 0.0, 0.0], [0.0, 0.0, 0.0], [0.0, 0.0, 0.0], [0.0, 0.0, 0.0], [0.0, 0.0, 0.0], [0.0, 0.0, 0.0], [0.0, 0.0, 0.0], [0.0, 0.0, 0.0], [0.0, 0.0, 0.0], [0.0, 0.0, 0.0], [0.0, 0.0, 0.0], [0.0, 0.0, 0.0], [0.0, 0.0, 0.0], [0.0, 0.0, 0.0], [0.1, 0.0, 0.1], [0.0, 0.0, 0.0], [0.0, 0.0, 0.0], [0.0, 0.0, 0.0], [0.0, 0.0, 0.0], [0.0, 0.0, 0.0], [0.0, 0.0, 0.0], [0.0, 0.0, 0.0], [0.0, 0.0, 0.0], [0.0, 0.0, 0.0], [0.0, 0.0, 0.0], [0.0, 0.0, 0.0], [0.0, 0.0, -0.1], [0.0, 0.0, 0.0], [0.0, 0.0, 0.0], [0.0, 0.0, 0.0], [0.0, 0.0, 0.0], [0.0, 0.0, 0.0], [0.0, 0.0, 0.0], [0.0, 0.0, 0.0], [0.0, 0.0, 0.0], [0.0, 0.0, 0.0], [0.0, 0.0, 0.0], [0.0, 0.0, 0.0], [0.0, 0.0, 0.0], [0.0, 0.0, 0.0], [0.0, 0.0, 0.0], [0.0, 0.0, 0.0], [-0.1, 0.0, 0.0], [0.0, 0.0, 0.0], [0.0, -0.1, -0.1]], "total_charge": -1, "spin_multiplicity": 1, "e_homo_ha": -0.1664, "gap_ev": 5.86}


The calculation returns the following relative energy (zero: lowest compared OMol25 entry of this formula, charge and spin) values, one per record and in order: 0.0 0.0 0.0 kJ/mol.